[1]
49
Properties=species:S:1:pos:R:3:mulliken_charge:R:1 method="wB97M-V/def2-TZVPD" energy_ha=-1262.26970 de_lowest_ev=0.530 mol_weight_g_mol=352.73 homo_lumo_gap_ev=6.67 charge=0
Mg 0.36070 0.41457 -0.30972 1.834
N -0.99650 0.97327 -2.00712 -0.558
C -1.33270 2.33027 -1.61892 -0.927
C -0.04610 3.13927 -1.50132 -0.969
N 0.81180 2.64297 -0.43322 0.665
C 2.22880 2.79967 -0.74132 -1.120
C 2.84190 1.44107 -1.07492 -0.618
N 1.95610 0.72917 -1.97212 -0.508
C 0.43520 3.23537 0.84078 -1.038
C 1.05400 2.47747 2.01598 -0.871
N 0.85200 1.06107 1.79728 -0.513
H -0.79850 0.92507 -3.00222 0.216
H -1.77620 0.35487 -1.81412 0.212
H -1.83950 2.29117 -0.65432 0.318
H -1.99580 2.83007 -2.34142 0.519
H -0.28330 4.20387 -1.35002 0.409
H 0.48380 3.04257 -2.45182 0.445
H 2.77250 3.23267 0.10088 0.369
H 2.36570 3.48277 -1.58842 0.472
H 2.91910 0.85297 -0.16132 0.195
H 3.85290 1.58527 -1.48612 0.545
H 2.30780 -0.21023 -2.11752 0.238
H 1.93370 1.19087 -2.87702 0.243
H -0.65000 3.15967 0.92638 0.445
H 0.71240 4.30277 0.89358 0.304
H 0.59370 2.84257 2.94798 0.447
H 2.12810 2.67717 2.07998 0.402
H -0.12480 0.81537 1.95138 0.185
H 1.40680 0.49977 2.43498 0.235
C 1.30040 -1.51313 -0.05792 -1.479
C 0.30020 -2.51203 0.29638 0.392
C -0.37700 -3.23023 -0.69972 -0.228
C -1.25860 -4.23643 -0.38722 -0.811
C -1.50150 -4.56053 0.95118 0.417
C -0.88680 -3.81293 1.95888 -0.921
C -0.00550 -2.80903 1.63148 -0.132
C -2.27720 -5.69123 1.26358 0.030
N -2.84140 -6.66413 1.49388 -0.579
H 1.82910 -1.85983 -0.94812 0.589
H 2.03190 -1.43973 0.75008 0.468
H -0.17850 -2.99963 -1.74162 0.353
H -1.75810 -4.79663 -1.16552 0.427
H -1.09510 -4.04823 2.99368 0.413
H 0.48720 -2.25073 2.42138 0.291
N -1.44720 0.13287 0.54788 -0.603
C -2.37770 -0.57113 0.71878 0.544
N -3.49240 -1.08143 0.86118 -0.691
C -4.01920 -2.21293 1.17648 0.490
N -4.60620 -3.16643 1.44898 -0.546

=====

[2]
69
Properties=species:S:1:pos:R:3:mulliken_charge:R:1 method="wB97M-V/def2-TZVPD" energy_ha=-1130.40426 de_lowest_ev=0.326 mol_weight_g_mol=366.52 homo_lumo_gap_ev=5.35 charge=0
Li -0.06517 -0.49320 -0.69852 0.432
C -1.16417 1.88680 -4.02252 -1.853
C -1.35517 1.00880 -2.74652 1.571
C -2.78417 0.66480 -2.58752 -0.260
C -3.30017 -0.55420 -3.39652 -0.764
C -2.23517 -1.31720 -4.11652 -1.348
C -0.98417 -1.53120 -3.19152 1.854
N -0.50017 -0.19920 -2.76752 0.438
O 0.69883 -0.11420 -2.35352 -0.803
C 0.09683 -2.37320 -3.84252 -2.053
C -1.28917 -2.38220 -1.92252 -1.856
C -1.03717 1.94580 -1.51652 -1.943
H -1.33417 1.23980 -4.85852 0.386
H -0.14217 2.19980 -4.05352 0.428
H -1.77617 2.77980 -4.08252 0.358
H -3.47917 1.49780 -2.77152 0.696
H -2.89417 0.33580 -1.55452 -0.796
H -3.98117 -0.10220 -4.13352 0.387
H -3.85317 -1.25220 -2.75352 0.377
H -1.91417 -0.77220 -5.01352 0.238
H -2.57717 -2.24620 -4.55952 0.516
H -0.24217 -3.37320 -4.16052 0.379
H 0.94783 -2.40620 -3.22852 0.360
H 0.34883 -1.90220 -4.72752 0.562
H -2.06417 -1.90220 -1.20952 0.185
H -0.48817 -2.54020 -1.23852 0.619
H -1.73517 -3.35820 -2.34752 0.423
H -1.79917 2.72580 -1.54352 0.569
H -0.08317 2.35580 -1.68952 0.424
H -1.06517 1.39280 -0.59652 0.106
C -2.33617 1.38080 1.84748 -1.271
C -2.54517 0.01380 1.25248 -0.658
O -1.37617 -0.68320 0.95648 -0.433
H -3.26417 1.95480 1.73648 0.413
H -1.59017 2.01880 1.35148 0.263
H -2.21817 1.40980 2.90148 0.393
H -3.21417 0.04480 0.41448 0.384
H -3.04117 -0.52920 1.98548 0.706
H -1.22717 -1.24420 1.69648 0.270
C 0.39183 0.53380 3.73148 -1.297
C 1.81683 0.11480 3.76348 1.677
C 1.94783 -1.43720 3.50948 -1.663
C 1.57783 -1.82020 2.03748 0.562
C 2.31283 -1.06220 1.03648 -1.307
C 2.51983 0.46480 1.28348 1.260
N 2.63783 0.76180 2.73348 0.542
O 3.68483 1.40880 3.06048 -0.568
C 1.35383 1.33780 0.75348 -1.652
C 3.76283 0.87080 0.45748 -1.984
C 2.43483 0.49180 5.18548 -1.896
H 0.26983 1.59880 3.35448 0.317
H -0.11917 0.55280 4.68848 0.358
H -0.17017 -0.05120 3.02048 -0.119
H 1.34783 -1.96420 4.18548 0.464
H 2.94683 -1.74920 3.77648 0.432
H 0.44283 -1.80520 1.90448 -0.540
H 1.81083 -2.89120 2.03148 0.567
H 1.82483 -1.28120 0.05448 0.257
H 3.27083 -1.50920 0.92748 0.507
H 3.55283 2.29680 2.71748 0.391
H 0.41883 1.10580 1.17448 0.319
H 1.33783 1.27180 -0.30952 0.842
H 1.64283 2.39380 0.98648 0.146
H 4.66683 0.40180 0.79248 0.474
H 3.88283 1.91580 0.56648 0.571
H 3.60883 0.71780 -0.59552 0.353
H 1.87283 0.00780 5.95348 0.480
H 2.34383 1.55380 5.46548 0.407
H 3.47083 0.18980 5.29548 0.399

=====

[3]
17
Properties=species:S:1:pos:R:3:mulliken_charge:R:1 method="wB97M-V/def2-TZVPD" energy_ha=-326.54770 de_lowest_ev=9.341 mol_weight_g_mol=107.16 homo_lumo_gap_ev=5.06 charge=0
C -1.94796 1.47974 1.24318 -0.864
N 2.56934 0.52096 -0.13189 -0.545
C 1.28108 -0.00162 -0.54898 0.169
C -1.70472 0.54649 0.31352 0.536
C -1.55202 0.13714 -0.94762 -0.840
C -1.01596 -0.75420 0.29598 -0.504
C 0.52869 -0.74474 0.50129 -0.204
C 1.08722 -1.43278 -0.66259 -0.629
H -1.68411 1.16180 2.24356 0.312
H -1.89629 2.52902 0.98734 0.268
H 3.33662 -0.10053 -0.34701 0.218
H 0.77970 0.67425 -1.26868 0.244
H 2.73390 1.47583 -0.40682 0.228
H -1.66295 -0.47338 -1.81614 0.479
H -1.52228 -1.70191 0.18044 0.441
H 0.93702 -0.84704 1.49715 0.422
H 1.80228 -2.22596 -0.49009 0.269